C4H13N3 in the gas phase in a non-equilibrium geometry, computed with ωB97M-V/def2-TZVPD.

Total energy (eV): -8826.61111
SMILES string: CNCCNCN
Lowest unoccupied orbital energy (Ha): 0.0391
Highest occupied orbital energy (hartree): -0.2877

```
20
Properties=species:S:1:pos:R:3:forces:R:3
C -1.51785 0.83763 -2.29314 -0.8 1.9 1.7
N -0.74364 1.25650 -1.11528 1.4 -0.3 0.5
C 0.66637 0.90959 -1.20636 1.1 0.2 0.6
C 0.87686 -0.58021 -0.75617 1.7 1.9 3.5
N 0.00283 -0.68464 0.52577 -0.6 1.8 -1.5
C 0.60450 -1.16920 1.78200 0.1 -2.3 -1.2
N 0.04840 -0.72291 3.01816 1.0 2.6 -1.2
H -2.62230 0.87992 -2.05452 1.3 -0.2 -0.5
H -1.26000 1.43063 -3.16118 -0.3 0.4 -0.4
H -1.17309 -0.14369 -2.49740 -0.2 -1.2 -0.1
H -0.66639 2.11438 -0.58372 -1.8 0.5 -1.2
H 1.22168 1.57785 -0.45523 -0.6 -1.0 -0.9
H 1.06682 1.22488 -2.19662 0.1 -0.7 0.3
H 0.61324 -1.26090 -1.48412 -1.0 -1.5 -1.5
H 2.02125 -0.81411 -0.57341 -2.0 0.7 0.0
H -0.45402 0.30135 0.55295 0.8 -2.5 0.5
H 0.63702 -2.30664 1.69755 -0.3 1.2 0.4
H 1.62793 -0.87970 1.71563 1.3 0.3 0.3
H 0.45717 0.24221 3.17053 -1.4 -2.0 0.9
H -0.40173 -1.29571 3.71098 0.3 0.3 -0.2
```
Positions in Å, forces in eV/Å.

List of natural (NBO) charges in e, atom by atom:
1 C -0.40
2 N -0.68
3 C -0.23
4 C -0.23
5 N -0.68
6 C -0.03
7 N -0.89
8 H 0.21
9 H 0.17
10 H 0.20
11 H 0.39
12 H 0.18
13 H 0.18
14 H 0.18
15 H 0.17
16 H 0.38
17 H 0.16
18 H 0.13
19 H 0.38
20 H 0.40

---

C6H13NS in the gas phase in a non-equilibrium geometry, computed with ωB97M-V/def2-TZVPD.

Total energy (eV): -18754.89129
Lowest unoccupied orbital energy (Ha): 0.0276
Highest occupied orbital energy (hartree): -0.2813

```
21
Properties=species:S:1:pos:R:3:forces:R:3
C 0.01563 0.76792 -0.00883 0.0 0.1 1.6
C 0.21986 -0.72349 0.12526 -1.5 -0.4 -1.1
C -0.35544 1.53116 -1.25929 2.4 -2.5 -2.2
C 0.81776 1.63447 0.95480 1.9 3.6 -0.2
C -0.10084 -1.69025 -1.03532 0.5 0.3 0.5
C 1.10091 -1.27559 1.18241 1.7 -1.1 1.3
N -2.50904 -0.25009 -0.28574 0.5 1.3 -1.1
S -1.44581 -0.11236 0.84535 2.3 0.9 -0.3
H -1.24064 2.05963 -1.08866 -1.4 1.0 0.1
H -0.56644 0.70206 -2.10128 0.6 2.4 1.5
H 0.53449 2.26187 -1.49169 -1.8 -1.5 0.0
H 0.52627 2.81895 0.89729 0.2 -3.0 0.0
H 1.98007 1.73616 0.74291 -2.2 -0.7 -0.1
H 0.78439 1.40048 2.01190 -0.3 -0.4 0.1
H -0.09598 -2.75181 -0.64707 0.0 1.2 -0.7
H 0.55084 -1.54602 -1.89594 0.7 -0.3 0.2
H -1.04838 -1.41222 -1.48158 -0.7 -0.3 0.4
H 2.18098 -0.84930 1.12722 -1.8 -0.7 0.3
H 1.16244 -2.40315 0.95672 0.1 1.7 0.8
H 0.66445 -1.13609 2.25170 1.0 -0.2 -1.7
H -3.17554 -0.76234 0.19983 -2.2 -1.4 0.6
```
Positions in Å, forces in eV/Å.

List of natural (NBO) charges in e, atom by atom:
1 C -0.12
2 C -0.18
3 C -0.62
4 C -0.64
5 C -0.64
6 C -0.63
7 N -1.16
8 S 0.91
9 H 0.24
10 H 0.23
11 H 0.22
12 H 0.22
13 H 0.22
14 H 0.23
15 H 0.22
16 H 0.22
17 H 0.26
18 H 0.22
19 H 0.23
20 H 0.22
21 H 0.34

---

A molecular structure, C49H43N9O2Rb, computed with ωB97M-V/def2-TZVPD.

Total energy (eV): -69673.05496
Lowest unoccupied orbital energy (Ha): 0.0595
Net charge: -1
Highest occupied orbital energy (hartree): -0.1033

```
104
Properties=species:S:1:pos:R:3:forces:R:3
Rb -0.20377 0.76115 0.19773 0.3 -0.2 -0.3
N 0.07274 0.69983 3.07393 0.2 0.1 0.5
C 0.54594 1.14550 4.30602 0.0 0.0 -0.1
C -0.03742 0.65764 5.47948 0.0 0.0 0.0
C 0.33686 1.12361 6.72503 0.0 0.0 0.0
C 1.29456 2.12295 6.82131 0.0 0.0 -0.1
C 1.88483 2.59668 5.65926 0.0 0.0 0.0
C 1.58131 2.11218 4.38399 0.0 0.0 -0.1
C 2.33675 2.61580 3.17593 -0.3 -0.1 0.2
C 3.59166 3.20700 3.39162 0.0 0.0 -0.1
C 4.30654 3.76652 2.34415 0.0 0.0 0.0
C 3.77482 3.71490 1.05946 0.1 0.0 0.1
C 2.56577 3.06539 0.85974 -0.3 0.0 -0.1
C 1.78250 2.48354 1.87611 0.3 0.2 0.1
H -0.16029 -0.28258 3.03866 0.0 0.0 0.0
H 0.66266 1.15065 2.33902 0.1 0.0 0.1
H -0.82302 -0.08441 5.38482 0.0 0.0 0.0
H -0.14194 0.72731 7.61284 0.0 0.0 0.0
H 1.57288 2.53706 7.78201 0.0 0.0 0.0
H 2.61590 3.39004 5.74427 0.0 0.0 0.0
H 4.02892 3.23557 4.38290 0.0 0.0 0.0
H 5.26381 4.24404 2.53258 0.0 0.0 0.0
H 4.31659 4.15475 0.22612 0.0 0.0 0.0
H 2.20171 3.01951 -0.17121 0.0 0.0 0.0
O -0.75638 7.95624 -2.83490 0.0 0.0 0.0
C -1.31173 7.63128 -1.56831 0.0 0.0 0.0
C -1.06661 6.18031 -1.26272 0.0 -0.1 -0.1
C -1.14792 5.72024 0.04112 0.0 0.0 0.2
C -0.98633 4.36714 0.29206 0.0 0.0 -0.2
N -0.73954 3.48795 -0.67278 0.1 0.1 0.1
C -0.62901 3.92917 -1.92077 0.1 -0.4 -0.4
C -0.79689 5.26292 -2.26971 0.0 0.1 0.2
C -0.30740 2.87924 -2.95981 -0.1 0.3 0.4
C 0.15325 3.22402 -4.22192 0.0 -0.1 -0.1
C 0.43400 2.21996 -5.14351 0.0 0.1 0.0
C 0.91130 2.57742 -6.52779 0.0 0.0 0.0
O 0.04928 3.50151 -7.17634 0.0 0.0 0.0
C 0.24468 0.90549 -4.75539 0.0 -0.1 0.0
C -0.20626 0.65022 -3.46655 0.0 0.1 0.0
N -0.47502 1.60625 -2.58720 0.0 0.0 -0.2
H -0.97729 8.86970 -3.03551 0.0 0.0 0.0
H -2.39377 7.80802 -1.56931 0.0 0.0 0.0
H -0.87201 8.24395 -0.77483 0.0 0.0 0.0
H -1.33409 6.39738 0.86627 0.0 0.0 0.0
H -1.04037 3.97067 1.29924 0.0 0.0 0.0
H -0.72860 5.60025 -3.29218 0.0 0.0 0.0
H 0.30473 4.25783 -4.49895 0.0 0.0 0.0
H 1.03826 1.66555 -7.12056 0.0 0.0 0.0
H 1.88179 3.07284 -6.47251 0.0 0.0 0.0
H -0.84951 3.15849 -7.12699 0.0 0.0 0.0
H 0.43677 0.08438 -5.43507 0.0 0.0 0.0
H -0.36698 -0.36899 -3.12884 0.0 0.0 0.0
N 0.19801 -7.28459 -0.04322 -0.1 -0.2 0.0
C -0.28572 -8.56711 0.13457 0.3 0.0 -0.1
C 0.26840 -9.82350 -0.09854 0.0 0.1 0.0
C -0.52406 -10.91212 0.20482 -0.1 -0.1 0.0
C -1.82359 -10.75802 0.72108 0.1 0.0 0.0
C -2.36031 -9.50734 0.94601 0.0 0.0 0.0
C -1.57330 -8.39608 0.64584 -0.3 0.2 0.1
N -1.86630 -7.04199 0.77455 0.1 -0.3 0.0
C -0.79688 -6.42995 0.35714 0.1 0.6 0.0
C -0.63330 -4.95600 0.31239 -0.1 -0.6 0.0
C 0.56846 -4.36334 -0.05182 0.1 0.3 0.0
C 0.65580 -2.97844 -0.05288 -0.1 -0.2 0.1
N -0.36920 -2.19711 0.27749 0.0 0.1 0.0
C -1.52785 -2.76816 0.60837 -0.1 -0.1 -0.1
C -1.70702 -4.14460 0.64588 0.0 0.3 0.0
H 1.09406 -7.02554 -0.41070 0.0 0.0 0.0
H 1.26743 -9.94718 -0.49566 0.0 0.0 0.0
H -0.13766 -11.90992 0.04090 0.0 0.0 0.0
H -2.40886 -11.64079 0.94210 0.0 0.0 0.0
H -3.35946 -9.37833 1.33978 0.0 0.0 0.0
H 1.44739 -4.93528 -0.32062 0.0 0.0 0.0
H 1.58013 -2.46867 -0.30317 0.0 0.0 0.0
H -2.34894 -2.09226 0.83230 0.0 0.0 0.0
H -2.66091 -4.57161 0.91882 0.0 0.0 0.0
C -3.28676 0.83531 0.47280 0.0 0.0 0.0
C -4.18344 0.03324 -0.18261 0.0 -0.3 -0.1
C -4.11757 -0.18510 -1.61394 0.0 0.0 0.0
C -4.95601 -1.03885 -2.26849 0.0 0.0 -0.1
C -5.95974 -1.76655 -1.59197 -0.1 -0.1 -0.1
C -6.06574 -1.56000 -0.19972 -0.1 0.0 0.1
C -5.23714 -0.71041 0.47443 0.1 0.1 0.0
C -6.81851 -2.65795 -2.28836 0.1 0.1 0.1
N -7.51452 -3.38735 -2.85745 0.0 0.0 0.0
H -3.33567 1.02310 1.53848 0.0 0.0 0.0
H -2.53182 1.35368 -0.10362 -0.5 0.3 0.0
H -3.36961 0.36281 -2.18041 0.0 0.0 0.0
H -4.85239 -1.16186 -3.34186 0.0 0.0 0.0
H -6.83387 -2.09352 0.35068 0.0 0.0 0.0
H -5.36351 -0.58602 1.54493 0.0 0.0 0.0
N 6.48958 1.54554 0.55830 0.1 0.0 0.0
C 5.27672 0.90799 0.35170 0.0 0.0 0.0
C 4.73955 0.75187 -0.92432 -0.1 0.0 0.0
C 3.49916 0.15528 -1.05353 0.1 0.1 0.0
N 2.77024 -0.29239 -0.03256 0.1 -0.1 -0.1
C 3.32093 -0.17090 1.18103 -0.2 0.0 0.0
C 4.55446 0.39016 1.42273 0.0 0.0 0.0
H 6.73942 2.19785 -0.16839 0.0 0.0 0.0
H 6.55343 1.97696 1.46867 0.0 0.0 0.0
H 5.26050 1.12218 -1.79879 0.0 0.0 0.0
H 3.06032 0.05543 -2.04269 0.0 0.0 0.0
H 2.72134 -0.51773 2.01646 0.0 0.0 0.0
H 4.90566 0.49107 2.44104 0.0 0.0 0.0
```
Positions in Å, forces in eV/Å.

Mulliken population analysis, charges in e, atoms 1 to 99:
1 Rb 1.26
2 N -0.02
3 C -0.13
4 C -0.66
5 C -0.42
6 C -0.86
7 C -0.81
8 C 0.70
9 C 0.69
10 C -0.88
11 C -0.76
12 C -0.84
13 C 0.05
14 C 0.16
15 H 0.07
16 H -0.45
17 H 0.39
18 H 0.36
19 H 0.37
20 H 0.34
21 H 0.32
22 H 0.46
23 H 0.41
24 H 0.28
25 O -0.51
26 C -0.66
27 C 0.55
28 C -1.01
29 C -0.66
30 N 0.46
31 C 0.36
32 C -0.76
33 C 0.48
34 C -0.78
35 C 0.57
36 C -0.74
37 O -0.52
38 C -0.91
39 C -0.62
40 N 0.38
41 H 0.30
42 H 0.28
43 H 0.33
44 H 0.40
45 H 0.47
46 H 0.43
47 H 0.39
48 H 0.33
49 H 0.30
50 H 0.33
51 H 0.35
52 H 0.51
53 N 0.05
54 C 0.69
55 C -1.06
56 C -0.38
57 C -0.48
58 C -0.70
59 C 0.50
60 N -0.67
61 C 0.11
62 C 1.04
63 C -0.74
64 C -0.56
65 N -0.05
66 C -0.59
67 C -0.61
68 H 0.16
69 H 0.37
70 H 0.37
71 H 0.37
72 H 0.43
73 H 0.24
74 H 0.47
75 H 0.50
76 H 0.53
77 C -1.13
78 C 0.99
79 C -0.48
80 C -0.55
81 C 0.28
82 C -0.55
83 C -0.69
84 C 0.16
85 N -0.68
86 H 0.20
87 H 0.00
88 H 0.29
89 H 0.39
90 H 0.39
91 H 0.33
92 N -0.57
93 C 0.67
94 C -0.77
95 C -0.52
96 N -0.23
97 C 0.03
98 C -0.65
99 H 0.26

---

Let's list gap between HOMO and LUMO in order: 8.9 8.4 4.4 eV.
Let's list energy above the lowest of the compared OMol25 structures with the same formula, charge and spin in order: 64.6 78.1 0.0 kcal per mole.